# 1
DFT (wB97M-V/def2-TZVPD) results for 5 unconnected molecules or ions with the total composition C29H75N3O16P4Si at a distorted geometry.

Positions of all 128 atoms, in Å:
N1 10.69 -3.18 7.70
C1 10.76 -2.42 6.70
N2 12.03 -2.04 6.21
N3 9.67 -1.88 5.95
C2 8.64 -1.22 6.74
C3 7.51 -0.69 5.88
C4 6.80 -1.73 5.01
C5 6.16 -2.89 5.82
Si1 6.94 -4.57 5.55
H1 9.71 -3.38 7.90
H2 11.88 -1.59 5.32
H3 12.53 -2.90 5.98
H4 9.29 -2.56 5.31
H5 9.06 -0.43 7.37
H6 8.19 -1.94 7.44
H7 7.90 0.11 5.24
H8 6.76 -0.24 6.54
H9 6.02 -1.24 4.43
H10 7.51 -2.14 4.29
H11 5.13 -3.00 5.47
H12 6.13 -2.68 6.89
H13 6.57 -5.50 6.65
H14 6.59 -5.16 4.24
H15 8.43 -4.50 5.57
O1 1.06 -2.16 2.85
P1 1.62 -1.82 1.54
O2 3.22 -1.68 1.62
C6 4.01 -2.82 1.97
C7 4.15 -3.81 0.83
O3 1.24 -0.28 1.25
C8 0.33 0.45 2.08
C9 1.10 1.34 3.04
O4 1.50 -2.25 0.00
C10 0.30 -2.99 -0.38
C11 -0.97 -2.15 -0.25
H16 3.58 -3.30 2.86
H17 4.99 -2.43 2.25
H18 3.19 -4.29 0.61
H19 4.86 -4.59 1.09
H20 4.48 -3.30 -0.07
H21 -0.34 -0.22 2.62
H22 -0.28 1.06 1.42
H23 1.82 0.76 3.61
H24 0.42 1.84 3.72
H25 1.66 2.09 2.48
H26 0.22 -3.89 0.23
H27 0.44 -3.29 -1.41
H28 -1.18 -1.93 0.80
H29 -1.82 -2.70 -0.65
H30 -0.87 -1.21 -0.77
O5 1.03 -0.78 -5.59
P2 1.79 0.29 -4.92
O6 1.36 0.46 -3.40
C12 1.56 -0.62 -2.47
C13 3.02 -0.74 -2.09
O7 1.23 1.68 -5.51
C14 0.37 1.74 -6.65
C15 -1.08 1.86 -6.25
O8 3.30 0.78 -4.84
C16 4.25 0.33 -5.84
C17 3.93 0.87 -7.21
H31 1.18 -1.55 -2.90
H32 0.97 -0.39 -1.59
H33 3.63 -1.07 -2.94
H34 3.16 -1.46 -1.29
H35 3.41 0.22 -1.76
H36 0.52 0.87 -7.29
H37 0.67 2.62 -7.22
H38 -1.37 1.06 -5.57
H39 -1.73 1.83 -7.12
H40 -1.26 2.80 -5.72
H41 4.27 -0.76 -5.85
H42 5.22 0.67 -5.51
H43 2.99 0.46 -7.60
H44 4.72 0.62 -7.92
H45 3.81 1.96 -7.18
O9 -4.63 2.10 1.68
P3 -4.64 3.35 2.48
O10 -3.03 3.67 2.39
C18 -2.41 4.11 1.19
C19 -2.70 5.58 0.93
O11 -4.70 2.81 4.01
C20 -5.27 1.54 4.33
C21 -4.19 0.49 4.48
O12 -4.87 4.90 2.92
C22 -6.17 5.52 2.77
C23 -7.21 4.90 3.69
H46 -2.72 3.49 0.34
H47 -1.34 3.97 1.33
H48 -3.75 5.74 0.68
H49 -2.10 5.94 0.08
H50 -2.47 6.18 1.81
H51 -6.01 1.25 3.58
H52 -5.80 1.67 5.27
H53 -3.57 0.45 3.59
H54 -4.63 -0.49 4.65
H55 -3.54 0.73 5.32
H56 -6.49 5.45 1.73
H57 -6.04 6.57 3.00
H58 -7.42 3.86 3.40
H59 -8.14 5.46 3.64
H60 -6.85 4.88 4.71
O13 -5.15 -1.17 -4.62
P4 -6.29 -0.27 -4.78
O14 -5.93 0.95 -5.75
C24 -5.59 0.66 -7.11
C25 -6.80 0.34 -7.96
O15 -6.44 0.54 -3.39
C26 -5.67 0.16 -2.24
C27 -4.46 1.05 -2.07
O16 -7.86 -0.38 -5.04
C28 -8.53 -1.64 -4.78
C29 -8.53 -1.99 -3.31
H61 -4.86 -0.16 -7.13
H62 -5.09 1.55 -7.49
H63 -7.26 -0.61 -7.66
H64 -6.52 0.26 -9.01
H65 -7.56 1.12 -7.86
H66 -5.39 -0.89 -2.30
H67 -6.33 0.27 -1.38
H68 -3.86 1.08 -2.98
H69 -3.85 0.71 -1.24
H70 -4.78 2.07 -1.87
H71 -8.05 -2.43 -5.37
H72 -9.54 -1.53 -5.15
H73 -7.52 -2.21 -2.95
H74 -9.14 -2.88 -3.13
H75 -8.91 -1.17 -2.71

Computed properties:
Structure (SMILES): [H]/N=C(/N)NCCCC[SiH3].CCOP(=O)(OCC)OCC.CCOP(=O)(OCC)OCC.CCOP(=O)(OCC)OCC.CCOP(=O)(OCC)OCC
HOMO-LUMO gap, eV: 8.83

***

# 2
DFT (wB97M-V/def2-TZVPD) results for a molecular structure, C23H14Br2CoN3O4Te.

Positions of all 48 atoms, in Å:
Co1 0.46 -0.09 0.71
O1 0.74 2.87 -2.52
C1 -0.36 3.56 -2.17
C2 -0.71 4.67 -2.95
C3 -1.83 5.42 -2.65
C4 -2.64 5.07 -1.57
C5 -2.29 3.98 -0.79
C6 -1.17 3.21 -1.08
C7 -0.82 2.04 -0.22
O2 0.20 1.33 -0.58
N1 -1.54 1.82 0.84
N2 -1.02 0.72 1.51
C8 -1.63 0.33 2.58
C9 -1.22 -0.80 3.37
C10 -1.94 -1.06 4.54
C11 -1.65 -2.13 5.37
C12 -0.60 -2.98 5.00
C13 0.13 -2.75 3.85
C14 -0.14 -1.66 2.98
O3 0.56 -1.53 1.92
H1 0.79 2.10 -1.89
H2 -0.07 4.92 -3.79
H3 -2.08 6.27 -3.26
H4 -3.52 5.66 -1.33
H5 -2.89 3.69 0.06
H6 -2.49 0.90 2.89
H7 -2.75 -0.39 4.80
H8 -2.22 -2.31 6.27
H9 -0.35 -3.82 5.63
H10 0.95 -3.40 3.57
Br1 -2.42 -2.90 -2.62
C15 -0.54 -2.67 -2.47
C16 0.28 -3.33 -3.37
C17 1.64 -3.22 -3.30
Br2 2.72 -4.15 -4.57
C18 2.24 -2.42 -2.30
C19 3.64 -2.23 -2.12
C20 4.10 -1.43 -1.12
C21 3.18 -0.78 -0.27
N3 1.89 -0.94 -0.42
C22 1.40 -1.75 -1.40
C23 -0.06 -1.86 -1.42
O4 -0.76 -1.27 -0.56
H11 -0.17 -3.94 -4.14
H12 4.32 -2.74 -2.80
H13 5.16 -1.28 -0.96
H14 3.49 -0.12 0.54
Te1 1.98 1.42 2.19

Computed properties:
Net charge: -2
HOMO-LUMO gap (spin up / spin down), eV: 4.09 / 4.09
ΔE to the lowest compared entry with this formula, charge and spin, kcal per mole: 0.0

***

# 3
DFT (wB97M-V/def2-TZVPD) results for a gas-phase ion, CH6N (charge +1) at a distorted geometry.

Positions of all 8 atoms, in Å:
C1 0.84 0.04 0.03
N1 -0.93 0.01 0.05
H1 1.20 1.05 -0.06
H2 1.05 -0.47 0.99
H3 1.22 -0.51 -0.87
H4 -1.17 -0.44 0.90
H5 -1.12 -0.62 -0.71
H6 -1.09 0.93 -0.34

Computed properties:
Net charge: +1
Structure (SMILES): C[NH3+]
HOMO-LUMO gap, eV: 15.52
ΔE to the lowest compared entry with this formula, charge and spin, kcal per mole: 25.0

***

# 4
DFT (wB97M-V/def2-TZVPD) results for a single C25H26N4O4 molecule at a distorted geometry.

Positions of all 59 atoms, in Å:
O1 -2.90 -2.51 1.18
C1 -2.79 -1.49 0.52
N1 -1.58 -0.94 0.24
C2 -1.37 0.40 -0.25
H1 -0.68 0.37 -1.10
H2 -2.32 0.84 -0.57
C3 -0.76 1.27 0.87
N2 0.47 0.67 1.35
C4 1.69 1.04 0.85
C5 2.72 0.11 0.65
C6 4.00 0.47 0.22
N3 4.91 -0.49 -0.10
C7 4.77 -1.85 0.40
H3 4.03 -2.42 -0.17
C8 6.13 -2.55 0.28
O2 6.53 -2.69 -1.06
C9 6.11 -1.62 -1.88
H4 6.87 -1.50 -2.65
C10 5.93 -0.32 -1.11
H5 5.63 0.47 -1.80
H6 6.89 -0.02 -0.65
H7 5.16 -1.89 -2.37
H8 6.88 -1.98 0.85
H9 6.07 -3.56 0.70
H10 4.47 -1.82 1.45
C11 4.26 1.85 0.05
C12 3.22 2.77 0.17
C13 1.96 2.39 0.56
H11 1.21 3.15 0.70
H12 3.45 3.82 0.01
N4 5.56 2.40 -0.08
O3 5.68 3.49 -0.62
O4 6.50 1.78 0.41
H13 2.51 -0.93 0.78
C14 0.21 -0.65 1.86
H14 -0.53 -0.56 2.66
C15 -0.38 -1.55 0.76
H15 0.33 -1.68 -0.05
H16 -0.66 -2.53 1.17
H17 1.11 -1.08 2.28
H18 -1.46 1.35 1.70
H19 -0.58 2.27 0.47
C16 -3.99 -0.81 -0.06
C17 -5.02 -0.42 0.77
C18 -6.18 0.17 0.24
C19 -7.25 0.59 1.07
C20 -8.37 1.15 0.53
C21 -8.48 1.32 -0.86
C22 -7.47 0.92 -1.69
C23 -6.30 0.34 -1.16
C24 -5.24 -0.10 -1.99
C25 -4.11 -0.65 -1.45
H20 -3.31 -1.00 -2.09
H21 -5.33 0.02 -3.06
H22 -7.55 1.04 -2.76
H23 -9.37 1.76 -1.27
H24 -9.18 1.47 1.16
H25 -7.16 0.46 2.14
H26 -4.93 -0.57 1.83

Computed properties:
Structure (SMILES): O=C(c1ccc2ccccc2c1)N1CCN(c2ccc([N+](=O)[O-])c(N3CCOCC3)c2)CC1
HOMO-LUMO gap, eV: 8.11
ΔE to the lowest compared entry with this formula, charge and spin, kcal per mole: 116.4

***

# 5
DFT (wB97M-V/def2-TZVPD) results for 2 unconnected molecules or ions with the total composition CH8N2S2 at a distorted geometry.

Positions of all 13 atoms, in Å:
S1 2.46 -1.55 2.10
S2 2.33 0.29 1.13
H1 1.96 -2.34 0.96
H2 1.37 0.54 0.21
N1 -0.94 1.49 -0.03
C1 -1.00 0.05 -0.11
N2 -0.87 -0.62 -1.47
H3 -0.11 1.89 -0.49
H4 -0.93 1.76 0.89
H5 -0.26 -0.44 0.60
H6 -2.06 -0.17 0.26
H7 -1.79 -0.55 -1.91
H8 -0.16 -0.34 -2.14

Computed properties:
Structure (SMILES): NCN.SS
HOMO-LUMO gap, eV: 8.67
ΔE to the lowest compared entry with this formula, charge and spin, kcal per mole: 34.6

***

# 6
DFT (wB97M-V/def2-TZVPD) results for a molecular structure, C6H6HgO3 at a distorted geometry.

Positions of all 16 atoms, in Å:
C1 -1.00 -1.23 -0.10
C2 -0.05 -0.69 0.65
C3 1.42 -0.96 0.52
C4 2.13 -0.30 -0.65
O1 1.94 1.06 -0.72
Hg1 0.81 2.31 -0.24
H1 -0.37 -0.01 1.44
H2 1.62 -2.04 0.45
H3 1.86 -0.69 1.50
H4 1.89 -0.78 -1.62
H5 3.21 -0.52 -0.54
O2 -2.26 -1.00 -0.34
H6 -3.48 -0.29 0.34
C5 -3.44 0.86 -0.23
C6 -2.69 1.86 -0.23
O3 -1.58 2.42 -0.22

Computed properties:
HOMO-LUMO gap (spin up / spin down), eV: 4.85 / 4.29
ΔE to the lowest compared entry with this formula, charge and spin, kcal per mole: 0.0

***

# 7
DFT (wB97M-V/def2-TZVPD) results for 2 unconnected molecules or ions with the total composition C5H10O.

Positions of all 16 atoms, in Å:
C1 -2.08 0.11 0.04
C2 -0.71 0.38 0.66
C3 0.14 -0.91 0.81
C4 0.79 -0.63 -0.56
C5 0.31 0.81 -0.41
O1 0.66 1.87 -0.85
H1 -2.57 1.03 -0.30
H2 -2.00 -0.56 -0.82
H3 -2.74 -0.38 0.77
H4 -0.80 1.04 1.53
H5 0.87 -0.82 1.62
H6 -0.42 -1.84 0.92
H7 1.86 -0.82 -0.70
H8 0.24 -1.11 -1.38
H9 3.37 0.69 -0.40
H10 3.08 1.14 -0.92

Computed properties:
Structure (SMILES): C[C@H]1CCC1=O.[H][H]
HOMO-LUMO gap, eV: 10.53
ΔE to the lowest compared entry with this formula, charge and spin, kcal per mole: 41.6

***

# 8
DFT (wB97M-V/def2-TZVPD) results for a molecular structure, C52H44AsBrFN8OPSr.

Positions of all 110 atoms, in Å:
Sr1 0.98 3.29 -1.61
C1 -4.12 4.14 1.29
N1 -2.69 4.31 1.07
C2 -2.03 4.66 -0.03
N2 -0.73 4.67 0.19
C3 -0.65 4.28 1.49
N3 -1.81 4.07 2.07
C4 -4.49 2.73 1.72
C5 -4.79 2.44 3.04
C6 -5.16 1.15 3.40
C7 -5.22 0.15 2.46
C8 -4.89 0.42 1.14
C9 -4.53 1.72 0.77
C10 -4.85 -0.65 0.14
N4 -5.14 -1.90 0.29
N5 -4.87 -2.51 -0.91
C11 -4.44 -1.59 -1.71
O1 -4.42 -0.38 -1.11
C12 -3.96 -1.71 -3.09
C13 -3.74 -2.98 -3.63
C14 -3.25 -3.09 -4.91
C15 -3.01 -1.96 -5.68
C16 -3.26 -0.69 -5.16
C17 -3.09 0.54 -6.02
N6 -1.87 1.29 -5.76
C18 -1.67 2.35 -4.96
N7 -0.41 2.73 -5.01
C19 0.14 1.83 -5.88
N8 -0.71 0.95 -6.36
C20 -3.72 -0.58 -3.85
H1 -4.61 4.37 0.35
H2 -4.42 4.86 2.05
H3 -2.52 4.89 -0.97
H4 0.28 4.19 2.03
H5 -4.73 3.22 3.79
H6 -5.40 0.93 4.44
H7 -5.51 -0.86 2.73
H8 -4.25 1.93 -0.26
H9 -3.96 -3.85 -3.03
H10 -3.05 -4.07 -5.33
H11 -2.63 -2.05 -6.69
H12 -3.93 1.21 -5.85
H13 -3.06 0.26 -7.07
H14 -2.45 2.80 -4.38
H15 1.18 1.85 -6.18
H16 -3.89 0.40 -3.41
C21 2.55 -0.48 0.98
C22 2.29 -0.28 2.47
As1 3.76 -1.06 3.54
C23 3.59 -2.87 2.80
C24 4.70 -3.48 2.22
C25 4.59 -4.74 1.66
C26 3.38 -5.40 1.66
C27 2.26 -4.80 2.23
C28 2.37 -3.55 2.80
C29 2.77 -1.42 5.19
C30 1.61 -0.74 5.55
C31 0.97 -1.02 6.75
C32 1.49 -1.99 7.60
C33 2.65 -2.66 7.25
C34 3.29 -2.37 6.06
P1 1.31 0.27 -0.19
C35 1.89 -0.65 -1.67
C36 2.48 0.09 -2.69
C37 3.10 -0.53 -3.77
C38 3.12 -1.91 -3.85
C39 2.54 -2.67 -2.84
C40 1.95 -2.05 -1.75
C41 -0.24 -0.54 0.35
C42 -0.92 -1.54 -0.34
C43 -2.10 -2.07 0.18
C44 -2.63 -1.59 1.37
C45 -2.00 -0.54 2.02
C46 -0.82 -0.02 1.51
H17 2.61 -1.55 0.76
H18 3.51 -0.04 0.70
H19 1.35 -0.76 2.76
H20 2.22 0.78 2.71
H21 5.65 -2.95 2.22
H22 5.47 -5.21 1.21
H23 3.30 -6.39 1.21
H24 1.31 -5.32 2.24
H25 1.50 -3.09 3.26
H26 1.20 0.02 4.90
H27 0.07 -0.49 7.02
H28 0.98 -2.22 8.53
H29 3.06 -3.41 7.92
H30 4.20 -2.90 5.79
H31 2.48 1.17 -2.64
H32 3.58 0.07 -4.53
H33 3.61 -2.40 -4.68
H34 2.56 -3.75 -2.89
H35 1.54 -2.66 -0.95
H36 -0.56 -1.89 -1.29
H37 -2.61 -2.86 -0.36
H38 -3.54 -2.01 1.76
H39 -2.43 -0.12 2.92
H40 -0.35 0.83 2.01
Br1 -1.61 1.95 -1.75
F1 7.51 4.82 -0.87
C47 6.20 4.47 -0.96
C48 5.24 5.46 -0.94
C49 3.90 5.09 -1.07
C50 3.48 3.75 -1.21
C51 4.52 2.80 -1.20
C52 5.86 3.14 -1.08
H41 5.54 6.50 -0.84
H42 3.17 5.89 -1.04
H43 4.29 1.74 -1.28
H44 6.64 2.38 -1.08

Computed properties:
HOMO-LUMO gap, eV: 7.65
ΔE to the lowest compared entry with this formula, charge and spin, kcal per mole: 12.8

***

# 9
DFT (wB97M-V/def2-TZVPD) results for a single C20H20BrNO3 molecule.

Positions of all 45 atoms, in Å:
C1 -1.05 -1.54 3.06
C2 -0.01 -1.70 1.99
N1 0.54 -0.61 1.53
C3 1.48 -0.68 0.56
C4 1.92 -1.94 0.05
C5 2.90 -2.00 -0.95
C6 3.44 -0.84 -1.44
C7 3.02 0.39 -0.96
C8 2.06 0.51 0.03
O1 1.76 1.79 0.37
C9 1.03 2.13 1.52
H1 1.30 1.48 2.36
C10 -0.49 2.09 1.35
H2 -0.79 1.10 1.00
H3 -0.95 2.26 2.34
O2 -0.90 3.11 0.46
C11 -2.29 3.22 0.32
H4 -2.50 4.27 0.09
C12 -2.89 2.37 -0.81
O3 -2.71 0.98 -0.64
C13 -1.69 0.34 -1.28
C14 -0.65 0.94 -1.98
C15 0.27 0.15 -2.65
C16 0.20 -1.23 -2.62
C17 -0.80 -1.84 -1.87
C18 -1.72 -1.05 -1.21
Br1 -3.10 -1.86 -0.19
H5 -0.86 -2.91 -1.80
H6 0.91 -1.83 -3.15
H7 1.06 0.64 -3.21
H8 -0.55 2.01 -1.99
H9 -2.50 2.70 -1.78
H10 -3.98 2.52 -0.80
H11 -2.79 2.95 1.27
H12 1.33 3.16 1.74
H13 3.44 1.31 -1.35
H14 4.20 -0.87 -2.21
H15 3.22 -2.97 -1.31
C19 1.30 -3.10 0.57
C20 0.34 -2.99 1.53
H16 -0.16 -3.85 1.93
H17 1.60 -4.06 0.18
H18 -0.79 -2.13 3.93
H19 -1.14 -0.50 3.34
H20 -2.01 -1.89 2.69

Computed properties:
Structure (SMILES): Cc1ccc2cccc(OCCOCCOc3ccccc3Br)c2n1
HOMO-LUMO gap, eV: 8.45
ΔE to the lowest compared entry with this formula, charge and spin, kcal per mole: 31.5

***

# 10
DFT (wB97M-V/def2-TZVPD) results for 2 unconnected molecules or ions with the total composition C4H4Br4 at a distorted geometry.

Positions of all 12 atoms, in Å:
C1 0.80 -0.16 -0.04
C2 -0.31 0.47 -0.30
C3 2.15 0.38 -0.08
C4 -2.23 -0.52 0.28
Br1 0.64 -2.03 0.35
Br2 -0.56 2.10 -1.02
Br3 -2.73 -1.66 -1.23
Br4 -3.36 0.86 0.74
H1 2.17 1.56 0.01
H2 2.88 -0.09 -0.90
H3 2.49 0.03 0.93
H4 -1.95 -0.95 1.26

Computed properties:
HOMO-LUMO gap, eV: 8.81
ΔE to the lowest compared entry with this formula, charge and spin, kcal per mole: 60.9

***

# 11
DFT (wB97M-V/def2-TZVPD) results for 2 unconnected molecules or ions with the total composition C6H12O6 at a distorted geometry.

Positions of all 24 atoms, in Å:
O1 -4.87 -0.90 -2.88
O2 -3.94 -1.09 -4.97
O3 -2.78 0.00 -3.27
C1 -5.10 -0.94 -4.23
C2 -3.93 0.07 -2.48
C3 -3.11 -0.04 -4.59
H1 -5.76 -0.08 -4.46
H2 -5.68 -1.87 -4.37
H3 -3.69 0.04 -1.40
H4 -4.35 1.07 -2.70
H5 -2.20 -0.34 -5.14
H6 -3.44 0.94 -4.98
O4 -0.68 -4.71 2.31
O5 1.25 -3.56 2.03
O6 -0.05 -3.15 3.83
C4 0.66 -4.81 1.82
C5 -0.74 -4.35 3.69
C6 1.28 -3.20 3.40
H7 0.61 -5.07 0.75
H8 1.26 -5.59 2.33
H9 -0.34 -5.17 4.32
H10 -1.79 -4.17 4.00
H11 1.85 -3.90 4.04
H12 1.68 -2.18 3.56

Computed properties:
Structure (SMILES): C1OCOCO1.C1OCOCO1
HOMO-LUMO gap, eV: 11.13
ΔE to the lowest compared entry with this formula, charge and spin, kcal per mole: 54.0

***

# 12
DFT (wB97M-V/def2-TZVPD) results for 2 unconnected molecules or ions with the total composition C8H8N2O3 at a distorted geometry.

Positions of all 21 atoms, in Å:
C1 -2.61 0.26 -0.42
C2 -2.55 0.67 0.90
C3 -0.74 -0.41 0.42
C4 0.27 -2.47 -1.63
C5 0.76 -2.32 -0.40
C6 0.45 -1.21 0.67
C7 1.43 1.50 -0.12
C8 1.97 2.00 1.18
N1 -1.43 -0.37 -0.68
N2 0.98 1.66 -1.20
O1 0.62 1.47 -2.35
O2 1.16 -1.13 1.67
O3 -1.38 0.28 1.42
H1 -3.37 0.53 -1.04
H2 -3.33 1.13 1.52
H3 0.35 -3.27 -2.40
H4 -0.28 -1.63 -2.02
H5 1.28 -3.08 0.13
H6 1.23 2.29 1.97
H7 2.44 2.89 0.78
H8 2.74 1.23 1.58

Computed properties:
Structure (SMILES): C=CC(=O)c1ncco1.CC#[N+][O-]
HOMO-LUMO gap, eV: 8.79
ΔE to the lowest compared entry with this formula, charge and spin, kcal per mole: 116.5

***

| no. | electronic energy (hartree) |
| --- | --- |
| 1 | -4173.23687 |
| 2 | -8149.04918 |
| 3 | -96.14875 |
| 4 | -1488.15373 |
| 5 | -948.71425 |
| 6 | -610.94181 |
| 7 | -271.68629 |
| 8 | -7803.01906 |
| 9 | -3628.59509 |
| 10 | -10450.73618 |
| 11 | -687.16656 |
| 12 | -644.69689 |